Entry 1:
Density functional theory data (ωB97M-V/def2-TZVPD) for 11 unconnected molecules or ions with the total composition C34H97N7O11 in a non-equilibrium geometry.

CARTESIAN COORDINATES (ANGSTROEM)
C1 0.06329 -1.11963 0.81318
C2 -0.73968 -0.82978 -0.42424
C3 -0.68019 0.67953 -0.81648
O1 -0.13030 -1.59673 -1.44035
H1 -0.40660 -0.58605 1.63937
H2 1.08681 -0.76726 0.68541
H3 0.01355 -2.18523 1.03707
H4 -1.79068 -1.10260 -0.32892
H5 0.29993 1.09875 -1.04391
H6 -1.16552 1.41248 -0.17201
H7 -1.13033 0.75312 -1.80646
H8 0.75812 -1.23523 -1.48061
C4 3.14332 -2.49170 -2.74112
C5 3.06810 -1.90367 -1.27388
C6 4.43125 -1.63423 -0.58756
O2 5.09394 -2.84034 -0.13537
C7 6.16683 -2.56783 0.72194
N1 2.47993 -0.57217 -1.48160
H9 2.14206 -2.43161 -3.16770
H10 3.51767 -3.51360 -2.80175
H11 3.86529 -1.90684 -3.31102
H12 2.33731 -2.45838 -0.68539
H13 4.20282 -0.96262 0.24000
H14 5.00512 -1.07664 -1.32773
H15 6.41830 -3.54077 1.14416
H16 5.85518 -1.90114 1.52598
H17 6.95714 -2.00644 0.22359
H18 2.68297 0.06132 -0.72162
H19 2.86857 -0.09103 -2.28006
C8 -4.74509 1.55797 0.35114
C9 -4.60622 2.67092 1.42480
C10 -3.13301 3.01226 1.75479
O3 -2.57980 1.91802 2.50489
C11 -1.39694 2.17400 3.19045
N2 -5.31630 3.79729 0.95210
H20 -4.40407 1.80211 -0.65494
H21 -5.79568 1.28751 0.24524
H22 -4.24496 0.64347 0.66998
H23 -5.08559 2.31138 2.33531
H24 -3.08608 3.93890 2.32684
H25 -2.50289 3.05965 0.86664
H26 -1.08963 1.21893 3.61647
H27 -1.55296 2.94865 3.94123
H28 -0.71305 2.38621 2.36865
H29 -5.35853 4.48348 1.69200
H30 -4.78293 4.22301 0.20754
C12 0.36541 7.92780 -1.03538
C13 -0.63875 6.85427 -0.81028
C14 -0.34358 5.91453 0.37353
O4 0.91122 5.30285 0.28344
C15 1.12515 4.29897 1.29767
N3 -1.98902 7.48023 -0.64469
H31 0.15142 8.62497 -1.84548
H32 1.34625 7.48019 -1.19571
H33 0.38966 8.50933 -0.11379
H34 -0.68413 6.23243 -1.70435
H35 -1.09359 5.12452 0.33521
H36 -0.33777 6.39811 1.35036
H37 0.68896 4.63149 2.23960
H38 2.17414 4.01637 1.38637
H39 0.67863 3.36879 0.94628
H40 -2.12698 8.20677 -1.33259
H41 -1.98980 7.98775 0.22853
C16 -2.44411 2.06918 -4.87158
C17 -1.61506 1.86455 -6.16454
C18 -0.33924 2.73803 -6.21981
O5 -0.51764 4.06945 -5.75560
C19 -1.22191 4.83321 -6.65109
N4 -1.27319 0.51333 -6.35746
H42 -2.76560 3.08336 -4.63460
H43 -1.76574 1.92750 -4.03025
H44 -3.27786 1.39063 -4.69128
H45 -2.26066 2.14063 -6.99825
H46 0.17436 2.68426 -7.17972
H47 0.30874 2.21926 -5.51335
H48 -0.97961 5.88177 -6.47815
H49 -2.30591 4.77556 -6.55241
H50 -0.93113 4.68386 -7.69092
H51 -2.19870 0.15527 -6.54543
H52 -1.16679 0.09034 -5.44649
C20 1.96159 1.02193 2.84124
C21 3.41941 0.61009 2.60899
C22 4.08226 1.54676 1.57673
O6 3.42318 1.46934 0.35672
C23 3.89552 2.32781 -0.62414
N5 4.18333 0.58261 3.84508
H53 1.43814 0.26296 3.42268
H54 1.41573 1.10523 1.90145
H55 1.95423 1.94941 3.41380
H56 3.40816 -0.39869 2.19630
H57 5.10735 1.20787 1.42688
H58 4.10089 2.56070 1.97633
H59 3.99612 3.36769 -0.31328
H60 3.16461 2.37123 -1.43160
H61 4.92465 2.14873 -0.93544
H62 3.73009 0.04911 4.57312
H63 4.29263 1.52806 4.18312
C24 0.48953 -9.14488 0.88927
C25 -0.60855 -8.82943 1.88242
C26 -1.08349 -7.36294 2.00090
O7 -0.30350 -6.63744 2.96367
C27 -0.71100 -5.31447 3.02149
N6 -1.74489 -9.65704 1.44361
H64 0.79194 -10.18712 0.78735
H65 1.29945 -8.55846 1.32315
H66 0.18152 -8.88539 -0.12359
H67 -0.26612 -9.20740 2.84573
H68 -2.12013 -7.29839 2.33152
H69 -1.10863 -6.92378 1.00359
H70 -0.32794 -4.64709 2.24949
H71 -0.26393 -4.96064 3.95049
H72 -1.79426 -5.22304 3.10079
H73 -2.42525 -9.75310 2.18387
H74 -1.37109 -10.58276 1.29061
C28 -2.94655 -2.40749 3.20527
C29 -2.74404 -1.48613 4.41635
C30 -1.22699 -1.37480 4.74055
O8 -0.71486 -2.59966 5.13325
C31 -1.01837 -3.01433 6.52990
N7 -3.38850 -0.18358 4.35069
H75 -2.54981 -1.89458 2.32913
H76 -4.00746 -2.46446 2.96170
H77 -2.42504 -3.35711 3.32501
H78 -3.25830 -1.85689 5.30300
H79 -0.98636 -0.64475 5.51335
H80 -0.66414 -0.97095 3.89900
H81 -0.31140 -3.78637 6.83361
H82 -2.02838 -3.40634 6.64944
H83 -0.90661 -2.22080 7.26876
H84 -3.02556 0.36743 3.58599
H85 -3.05878 0.32851 5.15638
C32 0.14737 -4.96015 -1.52875
O9 1.33191 -5.44671 -2.17117
H86 -0.38799 -5.67602 -0.90503
H87 0.48505 -4.20254 -0.82158
H88 -0.59927 -4.59731 -2.23513
H89 1.99319 -5.64236 -1.50332
C33 1.39663 3.92826 -2.75356
O10 2.03910 5.03359 -2.12686
H90 0.45757 4.20370 -3.23356
H91 1.92736 3.35493 -3.51362
H92 1.10483 3.23267 -1.96673
H93 1.68353 5.14876 -1.24261
C34 -0.54666 -2.44551 -4.80358
O11 -0.75672 -1.19661 -4.12615
H94 -1.45135 -3.05123 -4.75115
H95 -0.39014 -2.41814 -5.88193
H96 0.21570 -3.10113 -4.38277
H97 -0.58813 -1.32644 -3.19003

Cartesian forces, eV/Å:
-0.8 0.1 0.7
0.9 1.4 -0.2
-0.2 -0.1 -0.9
-1.5 -0.5 -0.4
0.2 0.2 0.4
0.0 -0.2 0.1
0.3 -0.1 0.0
0.0 -0.3 0.0
0.5 -0.5 0.5
-0.3 -0.4 0.3
-0.5 0.1 0.0
1.3 0.5 -0.5
0.4 -0.1 1.5
0.8 0.4 -1.8
-0.7 -1.7 -0.1
-1.2 1.3 -0.9
-0.4 0.2 0.3
-0.6 0.3 0.1
0.2 0.0 -0.2
-0.3 -0.1 0.3
-0.2 0.3 -0.1
0.4 -0.3 0.3
0.3 -0.1 0.4
0.5 0.0 0.0
0.6 0.3 -0.1
-0.2 0.0 0.4
0.5 -0.5 -0.2
-0.1 -0.1 0.4
0.1 -0.3 -0.5
-0.1 -0.4 0.7
1.0 -1.4 -0.9
-0.2 -1.2 0.2
-1.8 -0.8 0.5
0.1 -0.1 -1.2
-0.4 1.2 0.0
0.3 0.4 0.2
-0.1 0.2 0.1
0.3 0.0 0.0
0.1 0.0 0.2
0.1 0.1 0.1
-0.2 0.5 -0.4
0.2 0.1 0.4
0.5 0.2 0.0
0.9 0.6 0.7
-0.2 0.4 0.0
-0.1 0.2 -0.4
1.3 0.2 0.8
-1.1 0.3 -0.5
-0.6 0.1 -0.2
1.5 -0.6 0.4
-0.4 0.1 -1.2
0.3 -1.0 0.6
-0.2 -0.3 -0.1
0.2 0.3 -0.1
0.3 0.3 0.1
-0.1 -0.2 0.0
-0.5 0.0 0.3
-0.6 0.5 0.1
0.1 -0.1 0.1
0.1 0.7 0.0
-0.5 -0.1 0.2
0.1 -0.1 -0.4
0.0 0.1 0.3
1.0 0.7 0.9
-1.0 2.7 -0.1
-0.5 -0.8 1.4
0.7 -1.2 0.3
-0.4 1.8 -0.7
-0.6 -1.5 -0.2
-0.3 0.2 -0.7
0.3 -0.5 0.2
0.0 -0.1 -0.6
0.0 0.3 -0.2
-0.3 0.2 -0.3
0.4 0.3 0.2
0.1 0.1 0.3
-0.2 -0.4 0.0
0.0 -0.5 -0.2
-0.1 -0.9 -0.8
0.9 -0.1 0.4
0.1 -0.1 -0.2
-0.7 0.1 -0.2
0.6 -0.9 0.9
-1.1 -0.2 0.4
0.4 1.5 -0.6
0.5 0.2 -0.4
0.0 -0.1 0.2
0.0 0.3 0.0
-0.2 0.2 -0.1
0.2 -0.1 -0.1
0.4 0.1 0.2
0.0 0.4 0.0
-0.5 0.3 0.6
0.3 -0.4 -0.2
0.0 -0.8 -0.4
-0.1 -0.1 -0.1
0.1 0.1 0.2
0.3 1.2 0.3
-1.1 -1.3 -0.1
0.5 -0.7 0.2
-0.1 -0.8 -1.4
0.6 0.4 1.3
-0.3 0.3 0.1
-0.2 -0.1 0.7
0.7 0.0 -1.0
0.2 0.6 0.0
0.1 0.5 0.4
-0.3 -0.5 0.2
0.5 0.4 -0.2
0.0 -0.2 -0.6
-0.2 0.4 0.1
-0.3 -0.1 -0.1
-0.2 0.0 0.1
-0.2 -0.2 -0.2
-0.1 1.4 -0.2
-3.4 -0.2 -0.4
2.4 0.5 1.5
-0.9 -0.2 1.1
0.4 0.2 -0.4
3.6 -1.3 -0.2
0.4 -0.1 -0.1
0.0 -0.6 0.4
-0.4 0.2 0.1
0.6 -0.9 0.4
-0.7 0.2 0.5
-0.3 -0.7 -0.7
0.0 0.0 -0.6
-0.1 -0.1 -0.5
0.1 0.5 -0.4
-1.0 0.8 -1.5
-1.0 0.4 0.9
0.7 0.0 0.8
-0.9 -0.2 -0.4
0.2 -0.7 -0.1
-0.5 0.6 -0.2
0.6 0.2 -0.2
-0.1 0.0 0.1
-1.2 0.1 0.9
0.8 -0.4 -1.6
-0.1 0.3 -0.2
0.8 0.5 0.2
0.0 -0.5 0.1
-0.3 -0.1 0.2
-1.0 -0.9 0.3
0.5 -0.6 -1.2
-0.4 0.0 0.3
0.4 1.1 0.1
0.4 0.4 0.2
0.1 -0.2 0.6

Its expectation value of S² is 0.757. Its total charge is +1. Its spin multiplicity is 2. For the frontier orbital gap (alpha / beta), the calculation gives 0.2830 / 0.0748 hartree.

Here are the Mulliken charges for atoms 1 to 2, given in e: number 1, C, carries 1.779; number 2, C, carries 0.029

=====

Entry 2:
Density functional theory data (ωB97M-V/def2-TZVPD) for 2 unconnected molecules or ions with the total composition CH7O2 in a non-equilibrium geometry.

CARTESIAN COORDINATES (ANGSTROEM)
O1 0.49071 1.71886 0.50612
H1 0.33286 2.26840 -0.27357
H2 0.25500 2.12364 1.35309
H3 0.33375 0.69116 0.39882
C1 -0.08522 -1.42630 -0.85648
O2 -0.41901 -0.53298 0.25583
H4 0.68218 -2.12903 -0.51978
H5 0.29394 -0.79849 -1.65617
H6 -0.98706 -1.90575 -1.20614
H7 -1.22099 -0.85638 0.67459

Cartesian forces, eV/Å:
0.9 0.4 0.0
-0.1 0.1 0.0
-0.1 0.1 0.0
-1.3 -0.6 0.2
0.4 0.3 0.3
0.5 -0.3 -0.6
-0.3 0.0 -0.2
0.1 0.0 -0.1
-0.1 -0.3 0.0
0.0 0.2 0.3

Its total charge is +1. Its energy above the lowest of the compared OMol25 structures with the same formula, charge and spin is 9.6 kcal/mol. For the frontier orbital gap, the calculation gives 0.4425 hartree.

Here are the Mulliken charges for atoms 1 to 2, given in e: number 1, O, carries -0.384; number 2, H, carries 0.411

=====

Entry 3:
Density functional theory data (ωB97M-V/def2-TZVPD) for 8 unconnected molecules or ions with the total composition C18H52N2O8 in a non-equilibrium geometry.

CARTESIAN COORDINATES (ANGSTROEM)
N1 -11.17737 31.12659 -27.14129
C1 -11.25768 32.23190 -27.89666
N2 -11.39653 31.90892 -29.18240
O1 -11.05401 33.35727 -27.55062
H1 -10.86614 31.22306 -26.18529
H2 -11.29172 30.18367 -27.48468
H3 -11.06167 32.62563 -29.81032
H4 -11.71442 30.98182 -29.42636
C2 -11.91363 29.12368 -21.53235
C3 -12.56135 30.42034 -22.07550
C4 -12.85575 30.38771 -23.59544
O2 -13.86394 30.50928 -21.46828
H5 -11.30729 28.58721 -22.26218
H6 -12.57395 28.39429 -21.06323
H7 -11.19566 29.36119 -20.74736
H8 -12.02104 31.33283 -21.82345
H9 -13.60353 29.64525 -23.87418
H10 -11.93698 30.27821 -24.17160
H11 -13.27581 31.31431 -23.98665
H12 -14.29922 29.65714 -21.54563
C5 -11.51266 32.91512 -33.01671
C6 -10.36176 33.86618 -32.83596
C7 -10.51596 34.60390 -31.55315
O3 -9.15577 33.18801 -32.75798
H13 -11.44528 32.34771 -33.94493
H14 -12.44529 33.47821 -33.05168
H15 -11.49630 32.13384 -32.25681
H16 -10.25266 34.47966 -33.73029
H17 -10.58574 34.05598 -30.61347
H18 -11.46658 35.13698 -31.53785
H19 -9.73949 35.35973 -31.43520
H20 -8.55547 33.75007 -32.26267
C8 -8.64845 33.48674 -24.21024
C9 -9.94750 33.18248 -23.60139
C10 -10.71331 34.39922 -23.14991
O4 -10.79213 32.71117 -24.68418
H21 -8.20245 32.70790 -24.82878
H22 -7.90436 33.83996 -23.49633
H23 -8.83368 34.29912 -24.91297
H24 -9.81469 32.37223 -22.88448
H25 -10.76576 35.18350 -23.90506
H26 -10.17474 34.83469 -22.30825
H27 -11.70429 34.10981 -22.80018
H28 -10.76912 33.35380 -25.39700
C11 -13.91773 28.32627 -29.95604
C12 -12.61308 27.77548 -29.46048
O5 -11.78348 28.92294 -29.27764
H29 -13.78312 29.03258 -30.77525
H30 -14.52772 28.85802 -29.22581
H31 -14.57409 27.49926 -30.22687
H32 -12.21402 26.98357 -30.09430
H33 -12.79726 27.31019 -28.49213
H34 -10.86349 28.65097 -29.31308
C13 -14.75098 33.29473 -28.93499
C14 -14.06383 34.30251 -29.79071
O6 -13.40338 35.17232 -28.93995
H35 -15.56499 33.54362 -28.25415
H36 -14.08371 32.78273 -28.24165
H37 -15.18784 32.51400 -29.55766
H38 -14.82173 34.80366 -30.39282
H39 -13.25389 33.87662 -30.38292
H40 -12.81393 34.68529 -28.35948
C15 -9.05339 37.22862 -29.00205
C16 -9.84590 36.13258 -28.30887
O7 -8.85887 35.18886 -27.83748
H41 -8.43466 36.77838 -29.77829
H42 -8.39579 37.75104 -28.30726
H43 -9.62689 37.92051 -29.61888
H44 -10.50475 35.64868 -29.02988
H45 -10.44114 36.54316 -27.49327
H46 -9.33809 34.51152 -27.35462
C17 -9.45821 27.68213 -27.06817
C18 -9.08227 27.16843 -28.46927
O8 -9.16396 28.31122 -29.32430
H47 -8.61810 28.28699 -26.72689
H48 -9.49128 26.90000 -26.30970
H49 -10.42985 28.17489 -27.10278
H50 -9.79586 26.41429 -28.80115
H51 -8.06340 26.80126 -28.59252
H52 -8.46286 28.11847 -29.95112

Cartesian forces, eV/Å:
-0.1 -0.7 2.2
0.8 -3.3 -1.1
-0.7 0.5 -1.6
0.2 3.2 1.7
-0.3 0.2 0.1
0.0 0.4 -0.4
-0.5 -0.6 -0.3
0.3 0.1 -0.5
1.4 0.4 0.0
-2.0 -1.5 -1.0
0.7 0.4 -0.1
0.1 0.9 0.7
-0.2 0.1 -0.3
-0.5 0.3 -0.3
0.0 0.2 0.2
0.0 -0.2 0.2
0.3 -0.5 0.2
0.0 -0.4 -0.1
0.0 0.3 0.5
0.1 -0.1 -0.1
0.0 -0.7 -0.7
-0.3 -0.3 0.2
-1.1 1.9 0.5
1.5 -1.5 -0.1
0.1 0.2 -0.2
-0.1 -0.2 0.3
-0.3 0.3 0.4
-0.6 0.8 0.1
0.5 -0.5 -0.4
-0.1 0.4 -0.2
0.1 0.0 0.1
0.2 -0.1 0.0
1.5 1.2 -0.7
-1.6 -0.1 -1.8
0.8 0.2 1.9
0.1 -1.6 0.5
-0.2 -0.4 0.4
0.1 0.0 0.1
0.3 0.3 -0.1
-0.6 0.1 0.2
-0.1 -0.3 -0.3
-0.1 0.3 0.3
0.0 0.1 -0.2
0.0 0.2 -0.4
-1.1 -0.4 -0.3
-0.7 0.9 0.9
-0.1 -0.4 0.0
0.1 -0.3 -0.2
0.5 0.1 0.5
0.0 0.0 -0.5
0.3 0.4 -0.4
0.1 -0.2 0.3
0.7 0.1 -0.3
-0.7 -2.3 0.2
0.1 -0.5 0.9
0.3 2.4 0.5
-0.1 1.1 -0.4
0.6 -0.1 -0.3
0.0 -0.3 -0.2
0.4 0.4 -0.1
-0.6 -0.7 -0.7
0.2 -0.3 0.0
0.2 -0.2 -0.6
0.9 0.0 -0.4
-0.4 0.6 0.0
0.4 -0.3 0.2
-0.1 0.1 -0.1
-0.5 0.2 0.6
-0.2 0.0 0.1
-0.1 -0.1 0.1
-0.2 -0.3 -0.1
1.1 -0.9 -0.1
-0.7 0.4 0.9
0.5 -0.3 -0.4
-0.5 0.7 -0.1
-0.3 -0.4 -0.2
0.3 0.2 0.1
0.0 -0.2 -0.1
-0.1 -0.4 0.7
-0.2 0.7 -0.6

Its energy above the lowest of the compared OMol25 structures with the same formula, charge and spin is 40.1 kcal/mol. For the frontier orbital gap, the calculation gives 0.3653 hartree.

Here are the Mulliken charges for atoms 1 to 2, given in e: number 1, N, carries -0.111; number 2, C, carries 0.678